The following is a DFT calculation (ωB97M-V/def2-TZVPD) of a 10-piece molecular cluster, C54H62B2BrN9O6 overall at a distorted geometry.

Last column: Mulliken charge in e.
Positions of all 134 atoms, in Å:
C (-2.99, 1.61, 4.62)  -0.367
C (-1.94, 1.17, 5.59)  0.570
O (-1.86, 1.57, 6.74)  -0.659
O (-1.08, 0.27, 5.07)  -0.165
C (-1.12, -1.01, 5.73)  -0.038
C (-0.21, -2.01, 5.00)  -0.742
C (0.38, -1.43, 3.71)  0.016
C (1.14, -2.48, 2.93)  -0.568
C (1.93, -1.94, 1.74)  -0.937
C (1.15, -1.97, 0.42)  -0.297
B (-0.03, -0.84, 0.18)  0.195
Br (0.31, 0.95, 1.17)  -0.513
B (-1.59, -1.47, 0.52)  0.372
O (-2.02, -2.56, -0.22)  -0.635
O (-2.51, -0.98, 1.49)  -0.341
C (-0.14, -0.43, -1.42)  0.189
O (0.88, -0.41, -2.18)  -0.673
O (-1.31, -0.11, -1.84)  -0.705
H (-3.18, 2.67, 4.78)  0.389
H (-2.64, 1.43, 3.61)  0.212
H (-3.86, 1.01, 4.84)  -0.091
H (-0.79, -0.83, 6.75)  0.382
H (-2.14, -1.38, 5.70)  0.109
H (-0.83, -2.86, 4.73)  0.300
H (0.57, -2.37, 5.65)  -0.135
H (0.97, -0.55, 3.92)  0.383
H (-0.47, -1.13, 3.11)  -0.110
H (1.88, -2.91, 3.62)  0.359
H (0.50, -3.31, 2.63)  0.348
H (2.78, -2.63, 1.63)  0.405
H (2.37, -0.97, 1.96)  0.372
H (0.66, -2.95, 0.40)  0.300
H (1.87, -1.99, -0.40)  -0.223
H (-2.97, -2.67, -0.11)  0.217
H (-3.22, -0.48, 1.07)  0.219
N (-5.53, -0.52, 4.45)  -0.324
C (-6.13, -0.23, 3.30)  -0.193
C (-7.01, -1.09, 2.66)  -0.552
C (-7.27, -2.32, 3.25)  -0.308
C (-6.64, -2.63, 4.44)  -0.476
C (-5.78, -1.70, 5.00)  -0.212
H (-5.89, 0.74, 2.87)  0.405
H (-7.48, -0.80, 1.73)  0.373
H (-7.95, -3.02, 2.78)  0.363
H (-6.81, -3.58, 4.93)  0.386
H (-5.27, -1.91, 5.93)  0.421
N (-4.19, -2.96, 8.27)  -0.355
C (-3.39, -2.04, 8.82)  0.039
C (-3.43, -1.69, 10.16)  -0.706
C (-4.33, -2.33, 10.98)  -0.229
C (-5.17, -3.29, 10.43)  -0.404
C (-5.06, -3.57, 9.08)  -0.245
H (-2.70, -1.56, 8.14)  0.434
H (-2.75, -0.94, 10.55)  0.400
H (-4.39, -2.09, 12.04)  0.376
H (-5.90, -3.82, 11.04)  0.358
H (-5.69, -4.31, 8.61)  0.352
N (4.47, -2.25, -3.77)  -0.603
C (4.86, -2.64, -4.99)  -0.648
C (4.05, -2.63, -6.11)  -0.361
C (2.73, -2.20, -5.96)  -0.261
C (2.30, -1.81, -4.71)  -0.327
C (3.20, -1.84, -3.66)  -0.509
H (5.90, -2.97, -5.06)  0.571
H (4.43, -2.95, -7.07)  0.383
H (2.06, -2.18, -6.81)  0.447
H (1.29, -1.47, -4.53)  0.567
H (2.87, -1.52, -2.68)  0.649
N (-0.65, -0.50, -6.33)  -0.441
C (-0.27, 0.54, -5.59)  0.062
C (-0.14, 1.83, -6.10)  -0.920
C (-0.41, 2.05, -7.44)  0.251
C (-0.81, 0.97, -8.22)  -0.433
C (-0.92, -0.27, -7.61)  -0.343
H (-0.06, 0.33, -4.53)  0.412
H (0.17, 2.64, -5.45)  0.413
H (-0.32, 3.04, -7.87)  0.479
H (-1.04, 1.09, -9.27)  0.311
H (-1.23, -1.14, -8.19)  0.342
N (-0.73, 4.98, -9.15)  -0.283
C (-0.58, 6.27, -8.83)  -0.414
C (-0.93, 7.32, -9.67)  -0.498
C (-1.47, 7.01, -10.91)  -0.114
C (-1.63, 5.67, -11.26)  -0.699
C (-1.25, 4.71, -10.34)  -0.061
H (-0.16, 6.46, -7.85)  0.398
H (-0.79, 8.34, -9.37)  0.530
H (-1.76, 7.79, -11.60)  0.392
H (-2.05, 5.39, -12.22)  0.359
H (-1.36, 3.65, -10.57)  0.279
N (-1.68, 10.66, -9.37)  -0.423
C (-1.61, 11.63, -10.29)  -0.212
C (-2.70, 12.37, -10.70)  -0.419
C (-3.94, 12.10, -10.14)  -0.136
C (-4.03, 11.10, -9.19)  -0.500
C (-2.88, 10.41, -8.84)  -0.119
H (-0.62, 11.80, -10.70)  0.363
H (-2.58, 13.15, -11.45)  0.349
H (-4.81, 12.66, -10.44)  0.359
H (-4.98, 10.85, -8.73)  0.358
H (-2.91, 9.62, -8.10)  0.378
N (8.78, -0.26, -6.31)  -0.581
C (8.87, 0.64, -7.28)  -0.220
C (7.79, 1.36, -7.77)  -0.273
C (6.54, 1.12, -7.22)  -0.469
C (6.42, 0.19, -6.21)  -0.200
C (7.57, -0.48, -5.79)  -0.294
H (9.87, 0.80, -7.69)  0.336
H (7.93, 2.09, -8.56)  0.345
H (5.67, 1.66, -7.57)  0.404
H (5.47, -0.03, -5.75)  0.459
H (7.52, -1.22, -5.00)  0.496
N (2.07, -3.07, 7.83)  -0.115
C (2.94, -2.25, 8.40)  -0.324
C (2.96, -1.96, 9.76)  -0.578
C (2.01, -2.56, 10.57)  -0.138
C (1.09, -3.41, 9.99)  -0.556
C (1.16, -3.64, 8.62)  -0.373
H (3.66, -1.80, 7.73)  0.439
H (3.70, -1.28, 10.16)  0.405
H (1.99, -2.36, 11.63)  0.384
H (0.33, -3.90, 10.59)  0.440
H (0.46, -4.30, 8.13)  0.438
N (3.46, -7.48, 8.62)  -0.586
C (4.05, -8.27, 7.73)  -0.282
C (4.72, -7.81, 6.61)  -0.242
C (4.79, -6.44, 6.40)  -0.617
C (4.18, -5.60, 7.32)  0.080
C (3.54, -6.17, 8.41)  -0.145
H (3.97, -9.34, 7.93)  0.347
H (5.18, -8.51, 5.92)  0.355
H (5.30, -6.04, 5.54)  0.386
H (4.21, -4.53, 7.19)  0.296
H (3.05, -5.54, 9.15)  0.412

Output
M: 1034.7 Da
total charge: -2
HOMO-LUMO gap: 0.103 hartree
relative energy (zero: lowest compared OMol25 entry of this formula, charge and spin): 0.000 eV
energy: -5662.9539 Ha